1.
An isolated ion of composition C2H4Br2N and charge +1. Source: the Open Molecules 2025 dataset; level of theory: ωB97M-V/def2-TZVPD.

Properties
* HOMO: -15.255 eV
* structure (SMILES): Br[C@@H]1[NH2+][C@H]1Br

ORCA input file:
```
! wB97M-V def2-TZVPD RIJCOSX def2/J DEFGRID3
* xyz 1 1
Br -0.9718 2.0807 0.7940
Br -0.4667 -2.4743 -0.2588
N 0.7440 0.1712 -0.4065
C -0.1156 0.2671 0.7629
C -0.5493 -0.5738 -0.3547
H 0.9291 0.9469 -1.0643
H 1.7000 -0.2535 -0.4191
H -1.3461 -0.2214 -0.9259
H 0.0764 0.0572 1.8725
*
```

***

2.
C21H15AuN6O2S2 as an isolated structure. Source: the Open Molecules 2025 dataset; level of theory: ωB97M-V/def2-TZVPD.

Properties
* HOMO: -7.566 eV

ORCA input file:
```
! wB97M-V def2-TZVPD RIJCOSX def2/J DEFGRID3
* xyz 0 1
Au 0.2494 0.4252 -0.0669
S -2.1694 0.7066 2.1907
S -0.5972 3.5656 -0.3245
O -0.9525 3.5307 -1.7130
O 0.6986 4.0812 0.0229
N -0.8251 2.0830 0.3733
N 2.9102 1.1704 0.3133
N 1.3618 -2.5720 -0.7668
N 1.7050 -1.2617 -0.4577
N -0.8611 -1.8793 -0.5855
N -2.5637 -3.4626 -0.6949
C -2.0977 -2.2094 -0.5084
C 5.6643 1.3864 0.1480
C -0.3330 -4.1987 -1.1389
C -2.1691 -5.7743 -1.3134
C -1.8704 4.3361 0.6322
C -3.3188 6.0001 1.4779
C 0.0882 -6.4834 -1.7679
C -3.8807 5.0574 2.3351
C 0.5536 -5.2130 -1.5033
C 2.9641 -1.1539 -0.2684
C -3.4372 3.7423 2.3448
C 5.0422 0.1640 -0.0626
C -1.6951 -4.4910 -1.0504
C 4.8831 2.4955 0.4250
C -2.2949 5.6480 0.6080
C 0.0983 -2.8314 -0.8256
C 3.5009 2.3383 0.4993
C -1.2754 -6.7620 -1.6699
C -2.4197 3.3875 1.4757
C 3.6555 0.1085 0.0174
C -1.7808 2.0545 1.3108
H 6.7415 1.4702 0.0892
H -1.6377 -7.7602 -1.8768
H -1.8474 6.3696 -0.0622
H -3.5494 -3.6446 -0.6084
H -3.8597 2.9973 3.0055
H 0.7779 -7.2668 -2.0507
H -3.2291 -5.9841 -1.2381
H 5.6134 -0.7257 -0.2941
H 5.3257 3.4690 0.5846
H -4.6752 5.3586 3.0053
H -3.6836 7.0187 1.4922
H 1.6053 -4.9721 -1.5671
H -2.8319 -1.4458 -0.2706
H 3.5715 -2.0497 -0.3721
H 2.8451 3.1770 0.7066
*
```

***

3.
C9H23BiN5O6 as an isolated structure. Source: the Open Molecules 2025 dataset; level of theory: ωB97M-V/def2-TZVPD.

Properties
* HOMO (spin up / spin down): -11.525 / -11.466 eV

ORCA input file:
```
! wB97M-V def2-TZVPD RIJCOSX def2/J DEFGRID3
* xyz 1 1
Bi 0.0016 0.2274 -0.5935
O -0.6428 1.9227 2.1103
O 0.2358 -2.7895 -2.1232
O -0.6237 -2.0835 -4.8312
O 2.7404 1.2834 -1.7687
O -1.6690 -0.4586 2.2187
O -3.4998 2.6019 2.0719
N -0.3332 -2.2254 -1.1381
N -1.3379 -1.0382 1.0175
N 0.1186 1.9899 1.0274
N 2.0478 -0.9575 0.2659
N 1.8423 1.6532 -0.9315
C -1.2683 -4.4938 -0.5085
C 1.1744 2.8675 0.9929
C -1.0484 -3.0226 -0.2848
C -2.1937 -3.1111 2.0298
C -1.5426 -2.3669 0.8993
C 3.2624 3.5867 -0.3343
C -0.7958 0.7778 -2.4154
C 1.3134 3.7876 2.1396
C 2.0730 2.7437 -0.0979
H -2.2825 -4.6355 -0.9464
H 3.2649 3.8925 -1.3887
H 0.1546 -1.6334 -5.3426
H -1.4601 -0.0127 -2.7935
H 1.8608 -1.9254 0.4696
H 2.1959 4.4012 2.0149
H 1.4124 3.2415 3.0810
H -1.4530 -3.7339 2.5614
H 2.3542 -0.4186 1.1022
H 0.4400 4.4388 2.2025
H -0.9836 1.8390 -2.7303
H 4.1841 3.0230 -0.1257
H -2.6911 -2.4317 2.7445
H -1.1362 -5.1089 0.4149
H 3.2297 4.4702 0.3136
H -1.2155 0.5173 2.1637
H -0.4699 -1.9738 -3.8261
H -2.9178 -3.8103 1.5940
H -0.5275 -4.7774 -1.2684
H 2.7231 -0.8074 -0.5294
H -0.0760 0.2645 -3.0889
H -2.5426 2.3694 2.0912
H -3.9185 1.9169 1.5401
*
```

***

4.
A 40-piece molecular cluster, H80O40 overall. Source: the Open Molecules 2025 dataset; level of theory: ωB97M-V/def2-TZVPD.

Properties
* HOMO: -10.585 eV

ORCA input file:
```
! wB97M-V def2-TZVPD RIJCOSX def2/J DEFGRID3
* xyz 0 1
O 2.6521 -1.4823 -2.9408
O 0.4784 -0.8231 6.1088
O 4.7980 1.0013 -5.0899
O 2.1589 0.2891 3.4890
O 3.7976 0.2398 -1.1698
O 0.7565 3.7179 -4.7919
O 2.4620 2.1330 -1.9406
O -2.6926 -5.7674 1.2470
O -5.2252 2.3758 -1.4792
O -2.2372 1.2537 -0.6250
O -3.0702 2.1930 4.4916
O -0.4837 -1.4889 3.4181
O -2.6866 1.8907 1.9169
O 0.5004 -4.0238 -4.5110
O -3.2476 -4.5234 -1.3136
O -2.2229 4.7913 1.1746
O -3.9524 -1.9487 1.2056
O -2.3544 -2.5662 5.1248
O 5.1434 -2.5076 -3.6118
O -4.2295 -2.2623 -2.7686
O 0.2561 -2.8248 0.5092
O 6.0298 1.5810 -1.7392
O -5.2221 -0.2926 -0.5660
O 4.9599 0.0531 1.2173
O -1.1903 -2.0577 -3.3274
O -2.9014 3.7548 -1.1610
O -0.7943 1.2978 4.6445
O 2.6317 1.6291 0.9281
O 3.2870 -1.8638 2.0620
O 0.6919 3.5393 4.2711
O 5.1289 -2.2671 -0.9854
O 2.0568 -0.2263 -5.5160
O 0.1824 5.6326 -0.3752
O -6.2427 -2.9030 2.1019
O -1.9882 -2.0902 -1.0027
O 4.9003 3.9547 1.8051
O -0.8206 -0.4849 1.2354
O 1.3266 -3.4794 2.9842
O 0.1529 3.3183 -1.7179
O -2.5634 1.1820 -3.1791
H -3.9211 -1.4762 -2.3767
H 0.7658 -3.0143 -0.3152
H 5.0659 -3.3941 -3.8829
H -4.5645 0.3193 -0.1475
H 0.5033 0.0389 5.8168
H 2.1864 -2.3151 -2.6768
H -1.3044 -2.5890 -2.4705
H -0.9381 -1.3913 0.8306
H -1.5505 5.2565 0.6360
H 3.9489 3.8631 2.0684
H -6.0240 1.9024 -1.0593
H 3.5575 -1.6940 -2.8552
H 1.7170 0.1550 -4.7060
H 2.6860 -0.9322 -5.3434
H 3.3628 -1.4605 2.9237
H -3.4241 0.8123 -3.1046
H 0.7321 3.9488 5.1448
H 5.8497 1.8985 -0.8755
H 4.6978 0.9613 1.4769
H -0.6736 3.3240 -2.2024
H 0.9138 4.5460 -5.2239
H -6.5117 -1.9086 2.1292
H -5.7797 3.1954 -1.7129
H 0.6939 -3.0305 1.3249
H -3.6847 -4.8094 -0.5074
H 3.8030 -1.1257 1.5759
H -1.4489 1.5226 5.2735
H -3.2216 -2.5185 4.8489
H -1.8452 -2.1470 4.3699
H -3.4020 1.3289 4.2423
H -0.5230 -1.6465 2.4184
H -2.9974 -5.8494 0.3495
H 0.9225 -3.2272 -4.8139
H -0.3300 -0.8686 6.5677
H 5.0511 1.6045 -4.4100
H 4.6924 0.0021 0.2678
H 0.2175 4.8625 -0.9602
H 1.1035 5.6964 -0.1327
H -3.7287 -2.3817 -3.5836
H -4.0736 -2.8961 1.4847
H -2.9902 2.5092 3.5975
H -2.0574 -3.0357 -1.1048
H 4.5237 -1.7223 -0.5205
H 2.5723 0.5783 2.6064
H -1.5852 -1.8351 -0.1828
H -2.3904 1.2807 -4.1257
H 3.2492 -0.2785 -1.7959
H 5.0122 4.6592 1.1799
H 0.4220 -1.6182 3.6640
H -1.3015 -0.0636 0.5362
H -1.8133 1.4514 2.1118
H 4.8871 -3.1125 -0.6531
H -3.7724 -4.2133 -2.0107
H 6.4921 0.8199 -1.9675
H -2.0195 4.3784 2.0795
H 1.5462 0.9266 3.8141
H 1.3850 -4.3739 3.1965
H -5.9486 -2.8100 1.2033
H 1.5869 2.3378 -1.6279
H -0.9373 -1.3232 -2.6803
H -0.0804 2.7981 -0.9095
H 4.6212 0.7042 -1.6116
H -2.4325 -4.8837 1.5318
H -5.5772 -1.0612 -0.1903
H 0.1770 2.7214 4.5299
H -2.9688 3.8849 -0.1632
H 2.1985 0.7483 0.5806
H -1.0426 0.5613 4.1077
H -3.0378 1.2535 -0.0821
H 5.9275 -2.3323 -3.1618
H 5.3192 0.2179 -4.7105
H 2.5943 2.6451 -2.7111
H 2.9863 1.9684 0.1537
H 1.6247 3.2181 -4.7921
H -2.4880 1.5519 -1.5367
H -0.0165 -3.5833 -3.7586
H -4.0500 -1.5030 2.0297
H 2.2461 -3.2142 3.3889
H -3.8184 3.4935 -1.3957
H -2.5074 2.6472 1.3845
*
```

***

In the order shown, the computed energy relative to the best compared isomer or geometry (same formula, charge and spin) values come out to 65.9; 24.2; 0.0; 1080.7 kJ/mol.